Computed, not measured: one molecule with the formula C2H5N3S3, with wB97M-V/def2-TZVPD.

The geometry in XYZ format:
```
13
C2H5N3S3 wB97M-V/def2-TZVPD
C -0.033 -0.817 -0.628
C -0.681 2.804 0.570
H 0.131 0.146 2.461
H 1.235 -1.790 0.510
H -0.150 3.462 1.278
H -1.544 3.246 0.040
H 1.271 -2.862 -3.120
N 0.369 -1.243 0.572
N -0.305 1.635 0.471
N 0.194 -1.312 -1.768
S -0.350 -1.087 2.094
S -1.097 0.633 -0.683
S 0.960 -2.815 -1.797
```

Values from the calculation:
Energy relative to the best compared isomer or geometry (same formula, charge and spin): 223.5 kJ/mol

=====

Computed, not measured: an isolated ion of composition C2H5N4 and charge +1, with wB97M-V/def2-TZVPD.

The geometry in XYZ format:
```
11
C2H5N4 wB97M-V/def2-TZVPD
C 0.854 -0.639 0.510
C 0.260 0.606 -0.058
N 2.088 -0.120 0.590
N 1.406 1.236 0.050
N 0.502 -1.851 0.766
N -0.818 1.111 -0.738
H 1.787 2.068 -0.400
H -0.472 -2.302 0.709
H 1.164 -2.545 0.808
H -1.718 0.748 -0.729
H -0.756 1.861 -1.411
```

Values from the calculation:
Energy relative to the best compared isomer or geometry (same formula, charge and spin): 203.7 kJ/mol
Charge: +1